# C21H29ClGeN2O4Pd

A molecular structure, C21H29ClGeN2O4Pd (wB97M-V/def2-TZVPD, the OMol25 dataset).

The geometry in XYZ format:
```
59
Properties=species:S:1:pos:R:3:forces:R:3:mulliken_charge:R:1
Pd -0.7697 0.9981 0.4336 -0.4 0.7 0.1 -0.349
C -2.5930 0.1026 2.3328 -0.3 0.1 -0.2 -1.213
C -2.7454 1.1757 1.2474 0.5 -0.3 0.2 0.466
O -3.2927 0.9068 0.1544 0.0 0.0 -0.1 -0.536
N -2.8891 2.5086 1.7865 -0.3 0.3 0.0 -0.381
C -2.1935 3.5653 1.0391 -0.2 -0.2 0.1 -0.535
C -0.8725 3.8324 1.6901 0.0 -0.5 0.1 0.478
C -0.4817 5.0736 2.1701 0.1 0.2 0.1 -0.958
C 0.7234 5.1967 2.8485 0.0 -0.3 -0.1 -0.278
C 1.5066 4.0537 3.0025 0.0 0.4 0.1 -0.792
C 1.0506 2.8526 2.4918 0.0 -0.3 0.0 -0.515
N -0.1214 2.7198 1.8644 0.0 0.3 -0.3 0.521
H -2.0522 -0.7386 1.8975 0.0 -0.1 0.1 0.330
H -3.5873 -0.2394 2.6549 0.0 0.0 0.0 0.361
H -2.0379 0.4795 3.1936 0.0 -0.1 0.0 0.368
H -2.5914 2.5324 2.7506 0.1 -0.1 0.0 0.300
H -2.8124 4.4665 0.9694 0.1 0.1 0.0 0.260
H -2.0083 3.1536 0.0363 0.0 0.1 0.0 0.197
H -1.1243 5.9345 2.0247 0.0 0.0 0.0 0.355
H 1.0478 6.1497 3.2499 0.0 0.0 0.0 0.357
H 2.4490 4.1021 3.5354 0.0 -0.1 0.0 0.411
H 1.6241 1.9355 2.5772 0.0 0.0 0.0 0.441
C 1.7073 -6.1837 0.4709 0.0 0.1 0.0 -1.384
C 2.4240 -5.0134 -0.1406 0.0 -0.1 0.0 0.956
C 3.1752 -5.1515 -1.2966 -0.1 0.1 0.1 -0.781
C 3.8019 -4.0463 -1.8505 0.0 0.0 0.0 0.334
Cl 4.7608 -4.2560 -3.3009 0.1 0.0 -0.1 -0.289
C 3.6744 -2.7946 -1.2853 0.0 -0.1 0.1 -0.979
C 2.9387 -2.6475 -0.1149 0.0 0.2 0.0 -0.285
C 2.3353 -3.7536 0.4755 0.1 -0.1 -0.2 0.542
O 1.6670 -3.7220 1.6371 -0.1 -0.1 0.1 -0.427
C 1.6443 -2.4777 2.3348 -0.2 0.4 -0.1 -0.810
C 0.8545 -1.3234 1.6190 0.0 -0.4 0.2 0.813
O 1.3424 -0.1927 1.8228 0.1 -0.1 0.3 -0.625
O -0.1512 -1.6685 0.9800 0.2 -0.1 0.1 -0.720
H 1.6526 -7.0149 -0.2331 0.0 0.0 0.0 0.385
H 0.6980 -5.8928 0.7614 0.0 0.0 0.0 0.307
H 2.2183 -6.5238 1.3757 0.0 0.0 0.0 0.263
H 3.2666 -6.1236 -1.7644 0.0 0.0 0.0 0.333
H 4.1367 -1.9327 -1.7455 0.0 0.0 0.0 0.434
H 2.8117 -1.6590 0.3095 0.0 0.0 0.0 0.379
H 2.6640 -2.1375 2.5385 0.0 -0.1 0.0 0.350
H 1.1409 -2.6935 3.2777 0.0 0.0 0.0 0.359
C -2.4915 -0.6022 -2.6650 0.1 0.1 0.1 -1.225
Ge -1.3885 1.0346 -2.8302 0.1 0.1 -0.2 0.692
C -2.5903 2.6271 -2.7718 0.0 -0.1 0.1 -1.294
C -0.9207 0.9982 -4.8179 -0.1 0.0 0.1 -1.446
C 0.0707 1.1179 -1.5969 -0.1 -0.1 -0.3 -0.823
H -3.4807 -0.4729 -3.1128 0.0 0.0 0.0 0.368
H -2.6125 -0.8256 -1.6055 0.0 0.0 0.0 0.322
H -1.9906 -1.4421 -3.1544 0.0 0.0 0.0 0.390
H -3.1102 2.7572 -3.7263 0.0 0.0 0.0 0.418
H -2.0206 3.5391 -2.5713 0.1 0.0 0.0 0.309
H -3.3252 2.5002 -1.9747 0.0 0.0 0.0 0.348
H -1.8406 0.9443 -5.4133 0.0 0.0 0.0 0.352
H -0.3085 0.1253 -5.0629 0.0 0.0 0.1 0.370
H -0.3676 1.8928 -5.1198 0.0 0.0 0.0 0.374
H 0.6767 2.0226 -1.7127 0.0 0.0 -0.1 0.258
H 0.7081 0.2309 -1.6865 0.0 0.0 -0.1 0.143
```
Positions in Å, forces in eV/Å.

## Properties
Spin multiplicity: 1
Total charge: -2
HOMO in Ha: 0.02955
LUMO energy in eV: 4.26
Relative energy (zero: lowest compared OMol25 entry of this formula, charge and spin) in kJ/mol: 284.0
E_tot in a.u.: -3893.0333